# 1
49
Properties=species:S:1:pos:R:3:forces:R:3:nbo_charge:R:1 method="wB97M-V/def2-TZVPD" e_homo_ev=-7.682 max_force_ev_per_a=4.4 spin_multiplicity=1
H -4.27085 -0.85860 0.70718 0.22 -0.15 0.07 0.224
O -0.37975 -0.90239 -2.66085 -0.31 0.26 0.10 -0.447
H 3.69396 -0.35265 1.67505 -0.01 -0.22 -0.07 0.213
H -3.01416 -1.04840 1.94063 -0.10 -0.03 0.03 0.201
C -0.49869 2.53706 0.42595 0.27 -0.53 1.80 -0.117
H 3.16426 -4.04902 1.25898 -0.18 0.08 0.05 0.228
H -2.88890 -2.22316 -0.87770 -0.09 -0.04 0.15 0.211
O -0.86692 5.80890 -1.00441 -0.28 0.01 -1.15 -0.164
N 1.01137 -1.49557 0.49670 -1.51 -0.05 -0.12 -0.337
C 3.86652 -2.14897 0.50225 -0.04 -0.08 0.06 -0.402
O -1.21184 5.56438 -3.23878 0.05 -0.67 0.79 -0.372
H 4.07422 -0.06301 -0.00422 -0.16 -0.01 0.06 0.228
H -0.69832 0.36154 1.52359 0.22 -0.28 -0.20 0.384
C -0.91513 3.70334 -1.72803 -0.44 2.57 -0.47 -0.088
N -0.66694 5.05256 0.11103 0.10 -3.17 -0.84 -0.114
N -1.04330 5.00756 -2.16638 0.40 -1.38 1.02 0.420
H 1.70549 0.41006 1.03626 -0.05 -0.40 -0.46 0.259
H -1.10317 -2.94079 1.42075 0.32 0.19 -0.36 0.241
H 0.82514 -3.26934 1.63384 0.01 0.29 -0.48 0.216
O -0.02379 3.50361 2.51086 -0.39 -0.62 -1.11 -0.402
H -2.77446 1.13683 0.77094 0.22 -0.35 -0.12 0.240
C -0.67878 3.74062 -0.33033 0.11 2.46 1.68 0.185
C 2.00071 -0.40814 0.35577 0.49 0.84 -0.22 -0.245
C -3.19294 -0.99730 0.86091 0.06 0.19 0.07 -0.401
C -0.30602 -1.28602 0.33863 0.77 1.08 0.88 0.567
C 2.88404 -2.99274 1.30493 0.22 0.24 0.01 -0.407
C 1.44292 -2.86056 0.81738 0.44 -1.05 0.04 -0.221
H -3.24823 -3.13250 0.60897 0.29 0.07 -0.24 0.220
N -0.16173 2.49724 1.80328 -0.21 0.71 -1.13 0.473
O -1.08369 0.89112 -3.92884 0.40 -0.22 0.53 -0.163
H 4.88761 -2.29623 0.87341 -0.19 -0.03 -0.16 0.226
C -1.18968 -2.48577 0.41475 -0.76 -0.75 0.22 -0.493
C -2.69601 -2.27508 0.20115 -0.13 0.36 -0.27 -0.391
C -0.33343 1.17151 -0.30515 2.39 3.40 -1.46 -0.272
N -0.69331 0.28389 -2.68965 -0.60 2.90 1.37 0.379
H -0.85476 -3.24491 -0.31377 0.14 0.27 0.37 0.253
C -1.01277 2.47404 -2.43316 -0.63 -0.46 -3.86 0.155
O 0.01784 1.32782 2.34937 0.57 1.26 0.57 -0.576
H -2.68872 0.29693 -0.77644 -0.16 -0.07 0.22 0.196
H 2.92182 -2.69218 2.35978 0.11 -0.01 -0.13 0.208
H 1.97591 -0.06252 -0.69524 -0.18 -0.35 0.54 0.210
C 3.47224 -0.69327 0.65658 0.21 -0.19 0.39 -0.407
H 1.30289 -3.52106 -0.05764 -0.02 0.38 0.20 0.210
N -1.22215 2.25375 -3.78978 0.61 -0.24 3.59 -0.068
C -0.91754 0.09628 0.43983 -1.68 -3.71 -0.06 -0.400
C -2.44713 0.19718 0.29353 -0.19 -0.22 -0.27 -0.388
H 0.76834 1.13506 -0.40034 -0.96 -0.29 0.02 0.259
H 3.84286 -2.43958 -0.55565 0.03 -0.03 0.10 0.203
C -0.77502 1.28848 -1.73593 0.63 -1.97 -1.78 0.064

=====

# 2
43
Properties=species:S:1:pos:R:3:forces:R:3:nbo_charge:R:1 method="wB97M-V/def2-TZVPD" e_homo_ev=-8.992 max_force_ev_per_a=2.4 spin_multiplicity=1 smiles="COc1cc(CO)c(C(=O)O)c2c1CC[C@@H](C/C=C/C(C)=O)O2"
C -0.22581 1.47425 3.36463 0.28 -0.84 -0.49 -0.282
O 0.08285 -4.12807 -3.72608 1.44 0.30 0.07 -0.541
O 1.58551 -2.19033 2.33719 1.11 -0.99 -0.28 -0.599
H -1.86787 0.10009 -1.47427 0.66 0.14 -0.18 0.181
C -0.83393 0.50350 -1.62469 -1.14 1.30 -0.31 0.119
H 3.17081 -3.33516 -4.37005 0.08 -0.06 -0.14 0.215
O -1.59499 3.26556 2.60431 -0.41 0.07 -0.79 -0.526
O 1.84803 -1.66466 0.16284 0.16 -0.25 1.85 -0.676
H 0.47104 -2.01891 3.88866 0.29 0.33 0.41 0.493
H 2.52701 -4.99669 -4.39117 -0.33 0.68 -0.37 0.243
C -0.92733 2.10236 2.33506 0.69 -0.41 0.21 0.344
C 2.30975 -3.94019 -4.66096 0.16 -0.23 1.57 -0.709
H -1.26414 3.52406 0.01779 -0.41 -0.90 0.04 0.236
C -0.12227 0.45339 0.73893 -0.27 1.34 0.49 0.425
C 1.08279 -3.43315 -3.89508 -1.78 -0.54 -0.97 0.545
H -3.25200 4.05155 3.49914 -0.31 0.47 -0.35 0.197
C -0.83934 1.63768 1.01513 -0.26 -0.06 -0.63 -0.155
C 0.58881 -0.22745 1.76443 -0.35 1.45 -0.66 -0.272
H -1.41006 2.49638 -2.33025 0.05 -0.15 0.21 0.221
C -0.27838 0.10468 -3.01292 0.36 -0.62 0.96 -0.459
O -0.01656 0.01916 -0.57053 0.89 -1.03 0.40 -0.565
H -2.21170 3.14917 4.55234 -0.37 -0.36 0.00 0.176
H -2.54915 2.25687 -0.16901 0.21 0.28 0.17 0.213
H 2.15739 -3.82168 -5.72531 -0.17 -0.08 -0.24 0.241
C 0.98964 -1.97452 -3.59183 -1.05 0.67 0.54 -0.330
H -0.26463 1.94657 4.36617 0.18 -0.64 -0.69 0.226
H 1.29410 0.41265 5.08720 -0.48 0.48 0.59 0.187
H 2.32848 -0.52223 4.08616 -1.09 -0.10 -0.19 0.185
C -0.86852 2.02874 -1.49912 -0.02 0.03 0.66 -0.421
H -3.28438 2.25838 3.35005 0.45 0.63 0.28 0.186
C 0.53819 0.30020 3.09892 -0.67 2.01 -1.13 0.067
H 1.88317 -1.36269 -3.80191 -0.52 -0.20 0.36 0.205
H 0.16113 2.40398 -1.50053 0.01 -0.17 -0.33 0.208
H 1.36454 -1.10455 -0.44682 -0.33 0.54 -0.42 0.507
C -1.46263 2.43355 -0.13772 0.06 0.29 0.00 -0.414
H 0.70541 0.59224 -3.13739 -0.33 -0.28 0.00 0.216
H -1.14175 -1.95762 -3.12430 1.07 0.16 0.17 0.232
C -0.18254 -1.39374 -3.18659 1.35 -0.34 -1.06 -0.080
O 0.44843 -1.40685 4.64992 0.47 0.12 0.34 -0.723
C 1.24294 -0.26944 4.26754 0.82 -2.02 -0.42 -0.098
C -2.66006 3.16062 3.55147 0.55 -0.87 0.34 -0.245
C 1.41784 -1.41370 1.43613 -0.93 -0.31 -0.29 0.790
H -0.93976 0.48599 -3.79749 -0.12 0.17 0.29 0.235

=====

# 3
50
Properties=species:S:1:pos:R:3:forces:R:3:nbo_charge:R:1 method="wB97M-V/def2-TZVPD" e_homo_ev=-8.766 max_force_ev_per_a=5.9 spin_multiplicity=1
H 1.24116 -4.84868 0.06279 0.02 -0.11 0.07 0.227
H 1.70265 -2.16940 -0.29759 -0.23 -0.03 -0.09 0.222
H -4.19316 -3.01447 -3.25690 0.02 0.13 -0.16 0.232
C -3.99434 -0.21765 1.89067 0.27 -0.02 -0.19 -0.360
C -2.91487 0.46566 1.29005 -0.70 -1.27 -0.37 -0.008
N -1.38655 -3.03489 -0.56606 0.85 0.79 -0.28 -0.323
H 3.94323 4.56221 2.28748 -0.07 -0.26 -0.03 0.210
C 2.21437 1.70792 1.64890 0.04 0.11 0.15 -0.366
C 3.75241 3.50589 2.08825 -0.05 -0.14 -0.02 -0.220
C 0.51666 -4.08715 -0.15416 -0.24 0.18 -0.02 -0.361
H -0.07123 2.78150 -2.14747 -0.15 -0.20 0.07 0.277
H -1.59470 2.00695 -2.63767 0.23 -0.19 0.22 0.247
C 4.82968 2.61633 2.02896 -0.32 -0.05 -0.06 -0.015
B -2.84849 -2.55245 -0.80251 0.91 0.58 0.42 0.548
H -3.61610 -3.46245 -0.74864 -0.15 -0.02 -0.08 -0.031
C -4.11507 -1.41749 1.19809 0.36 0.56 0.00 0.008
C 6.23187 3.10611 2.25702 0.21 0.06 0.01 -0.629
C -0.86217 -4.24104 -0.29077 0.50 0.45 0.00 -0.005
H -0.09579 1.01676 -2.09959 -0.25 3.59 -1.22 0.129
N -2.83469 -1.85552 -2.18501 0.93 1.27 -0.72 -0.299
O 0.71830 0.31657 0.17173 -0.75 0.29 -0.37 -1.137
C -3.51244 -2.17634 -3.29068 0.49 0.56 0.11 0.024
C 2.44406 3.06132 1.90228 0.20 -0.29 -0.03 -0.176
N -2.43541 -0.26622 0.27036 -0.78 -0.32 0.80 -0.465
C -0.76756 1.96733 -1.92306 1.40 0.51 -1.36 -0.910
C 3.27504 0.80543 1.57229 0.14 0.33 0.09 -0.127
H -3.51509 -1.27246 -5.30988 -0.09 -0.03 -0.14 0.233
C -3.15369 -1.29067 -4.30123 0.16 0.21 -0.02 -0.357
S 0.55416 1.07660 1.45264 1.42 0.25 0.67 2.411
H -1.50742 -5.10674 -0.22049 0.18 0.09 0.07 0.221
H 6.94363 2.28036 2.17500 -0.03 0.14 0.02 0.214
O -0.29713 2.25015 1.29838 -0.26 -0.39 -0.26 -1.019
H 5.41447 0.57189 1.69889 -0.22 0.13 0.03 0.207
C 0.76879 -2.71406 -0.35909 -1.23 -0.62 -0.15 -0.015
N -0.38378 -2.09072 -0.64054 0.03 -0.70 0.32 -0.419
N -3.17703 -1.44512 0.23928 0.59 1.03 -0.14 -0.326
H 6.51295 3.87408 1.52621 -0.06 -0.14 0.10 0.219
H -4.58463 0.12412 2.71886 -0.07 -0.03 0.10 0.229
H -1.70080 0.42723 -4.17881 -0.08 -0.25 0.06 0.210
C 4.57531 1.26663 1.75801 -0.06 0.13 0.04 -0.226
H -4.79641 -2.25256 1.30435 0.11 0.19 0.07 0.223
H -2.46864 1.41106 1.56731 -0.01 -0.13 -0.16 0.247
N -1.99967 -0.76029 -2.43976 -2.05 -1.16 -2.13 -0.494
Mg -0.83228 0.04812 -1.10132 -0.62 -3.80 4.53 1.761
H -1.10797 2.16624 -0.89591 0.23 -0.43 -0.03 0.284
H 6.34247 3.55373 3.25242 -0.04 -0.10 -0.16 0.221
O 0.30438 0.21865 2.58823 -0.24 0.28 -0.59 -0.948
H 1.60639 3.75103 1.95407 0.11 -0.15 -0.02 0.237
H 3.08933 -0.24702 1.37588 -0.03 0.18 0.04 0.220
C -2.21418 -0.41647 -3.73126 -0.62 -1.23 0.85 -0.025

=====

# 4
50
Properties=species:S:1:pos:R:3:forces:R:3:nbo_charge:R:1 method="wB97M-V/def2-TZVPD" e_homo_ev="-20.728 / -20.638" max_force_ev_per_a=6.6 spin_multiplicity=5 charge=+4
C -1.00835 2.83431 -0.89767 0.56 -1.63 0.68 -0.030
H -0.94962 -1.77156 -4.35718 0.00 -0.13 -0.33 0.301
Pd 0.02557 -0.87080 0.70228 4.75 2.21 -4.09 1.038
H -0.29626 2.62474 -4.12510 -0.11 0.35 0.00 0.287
H -2.16387 -2.78766 -0.31775 0.04 -0.37 -0.23 0.279
C -0.11947 0.79410 7.11320 -0.45 0.64 2.44 0.241
C -1.70097 -2.41715 -1.21947 1.37 1.33 0.82 0.016
C -1.07325 -1.90223 -3.29743 2.03 2.79 0.38 0.199
O 1.35959 -1.37480 2.70828 -0.46 1.10 -0.96 -0.961
H 0.35652 2.40685 4.13721 0.12 -0.06 0.29 0.265
H -1.82234 0.04724 1.12715 -0.20 0.02 0.15 0.282
C 0.25405 -0.49105 6.72065 0.88 -2.36 -1.42 -0.046
C -0.09222 1.83558 6.18123 0.29 1.41 -2.06 -0.148
H 0.97171 -1.73833 5.10002 0.11 0.19 0.19 0.278
N 1.64254 -0.24932 -0.52517 2.27 -0.11 2.37 -0.247
H 0.23120 -1.30756 7.44198 -0.08 0.18 -0.13 0.263
N 1.69971 -0.08482 -1.89593 2.69 0.10 -1.25 -0.262
N -0.43990 -1.08178 -2.43704 -0.89 -1.44 -1.85 -0.293
C 3.77075 -0.03731 -1.14394 1.86 0.17 1.53 0.049
H 0.38936 0.77606 9.17464 0.05 -0.23 0.09 0.312
C 0.70236 -0.73804 5.42818 -0.26 -0.47 1.21 -0.220
H -0.69808 2.09784 8.70442 0.01 -0.13 0.08 0.264
C 2.98736 0.00669 -2.26946 -3.56 0.00 -1.60 0.151
H -1.38719 4.52056 -2.30860 0.02 0.12 -0.26 0.300
C 0.35306 1.61515 4.88323 -0.65 1.22 1.33 -0.170
H -1.33245 3.11292 0.09995 0.02 0.39 -0.36 0.276
H 0.74252 0.15905 -3.94831 0.03 -0.30 0.12 0.048
N -0.48743 1.61779 -1.04622 -1.21 1.77 1.04 -0.186
C 2.89640 -0.16104 -0.05534 -3.07 -0.32 0.03 0.070
H -2.56344 -3.50176 -2.92781 -0.29 -0.47 -0.35 0.307
S 1.54056 0.08487 2.95325 1.50 -0.08 1.27 2.327
H -0.39004 2.83623 6.49057 -0.01 -0.22 -0.09 0.272
H 3.10182 -0.16652 0.99686 0.31 -0.16 0.40 0.304
C -1.02607 3.51827 -2.14282 -0.63 0.85 1.32 0.022
C -0.48573 2.59480 -3.05950 1.22 -3.23 -0.46 0.182
H -1.31831 0.44400 8.88282 0.07 -0.27 -0.03 0.308
C 0.80380 0.33946 4.55140 0.26 -0.43 -0.33 -0.156
H 4.82672 0.03149 -1.05323 0.83 0.01 -0.19 0.300
H -1.75363 -0.66836 2.71294 0.02 -0.34 0.04 0.299
B 0.46887 0.10912 -2.79126 -0.19 0.95 -0.19 0.505
C -1.71853 -0.90935 1.65242 -2.66 0.53 1.14 -0.834
N -0.19290 1.46388 -2.37267 -0.07 1.30 -1.92 -0.332
H -0.83956 -1.73212 1.61225 -1.22 -1.12 1.28 0.287
N -0.76369 -1.45707 -1.14203 -2.21 -1.84 1.04 -0.191
O 2.91877 0.54658 2.98708 -1.63 -0.54 -0.17 -0.868
O 0.66314 0.87906 2.04397 -0.31 -0.88 -0.48 -0.982
C -1.88984 -2.75957 -2.56233 -1.34 -1.15 0.79 0.020
C -0.46658 1.04401 8.54413 0.01 0.77 -0.98 -0.687
H -2.55617 -1.51709 1.32073 -0.06 -0.18 0.30 0.272
H 3.24611 0.12314 -3.29555 0.25 0.08 -0.62 0.293